Record 1
C36H30BrINP2Ru as an isolated structure. Source: the OMol25 dataset; level of theory: wB97M-V/def2-TZVPD.

Properties
LUMO level (alpha / beta): -10.03 / -11.29 eV
Orbital gap (alpha / beta): 0.22931 / 0.18355 hartree
ΔE to the lowest compared entry with this formula, charge and spin: 22.67 kcal/mol
Expectation value of S²: 6.0594

```
! RIJCOSX wB97M-V def2-TZVPD def2/J DEFGRID3
* xyz 3 5
Ru 0.62788 -0.26551 0.11439
C 3.11070 -1.38343 1.88699
P 3.07436 -1.18234 0.06498
C 2.88126 0.47444 -0.60008
C 1.90287 0.83312 -1.56122
C 1.86282 2.12224 -2.06329
C 2.78086 3.06938 -1.62334
C 3.73108 2.73086 -0.66142
C 3.78957 1.44522 -0.15511
C 2.44087 -2.56078 -0.83948
C 2.41622 -2.52044 -2.24440
C 2.02619 -3.64836 -2.94113
C 1.69332 -4.81436 -2.25404
C 1.73148 -4.85648 -0.86344
C 2.10442 -3.73462 -0.14850
C 1.77592 -1.67773 2.47622
C 1.41755 -2.40468 3.65425
C 0.05704 -2.35076 3.74970
C -0.40989 -1.58240 2.62988
C -1.73911 -1.11895 2.20394
P -1.63765 -0.70841 0.40001
C -2.19162 -2.16968 -0.47350
C -3.53736 -2.53073 -0.35962
C -4.00969 -3.65746 -1.01160
C -3.14483 -4.41514 -1.79522
C -1.81257 -4.05151 -1.92037
C -1.32959 -2.93141 -1.25858
C -2.80603 0.59790 0.05752
C -3.17300 0.74253 -1.28599
C -4.11981 1.68675 -1.64741
C -4.71202 2.48127 -0.67223
C -4.34598 2.34314 0.65931
C -3.38893 1.40994 1.02857
N 0.65195 -1.19055 1.87221
H 3.49400 -0.43452 2.28196
H 3.84681 -2.14412 2.14905
H 1.16399 0.12911 -1.98511
H 1.11934 2.38374 -2.80333
H 2.75375 4.07142 -2.03142
H 4.44842 3.46716 -0.32041
H 4.56299 1.18599 0.55889
H 2.73308 -1.63355 -2.77966
H 2.01275 -3.63289 -4.02354
H 1.42240 -5.70526 -2.80855
H 1.48094 -5.77162 -0.34124
H 2.14965 -3.78075 0.93314
H 2.10769 -2.89005 4.33127
H -0.56949 -2.78229 4.51890
H -1.96124 -0.19545 2.75679
H -2.53140 -1.82721 2.44150
H -4.22010 -1.92518 0.22732
H -5.05113 -3.93872 -0.92174
H -3.51494 -5.28934 -2.31615
H -1.15200 -4.63748 -2.54652
H -0.28418 -2.65756 -1.36957
H -2.74940 0.09077 -2.04406
H -4.41168 1.78851 -2.68507
H -5.46565 3.20647 -0.95191
H -4.81705 2.95434 1.41775
H -3.13339 1.32987 2.07718
Br -1.06986 3.52703 -0.87914
C 0.02689 4.62251 0.20124
C 0.13772 5.96007 -0.14348
C 0.89279 6.81968 0.64179
C 1.53653 6.34778 1.77374
C 1.43391 5.01243 2.12295
C 0.67798 4.15591 1.33492
I 0.57516 2.15873 2.00924
H -0.38114 6.32722 -1.01868
H 0.96760 7.86372 0.36872
H 2.11769 7.01835 2.39360
H 1.93231 4.64417 3.01162
*
```

=====

Record 2
A 7-piece molecular cluster, C18H34Br10N2 overall. Source: the OMol25 dataset; level of theory: wB97M-V/def2-TZVPD.

Properties
LUMO level: -0.09 eV
Orbital gap: 0.37518 hartree
SMILES string: BrCCBr.BrCCBr.BrCCBr.BrCCBr.BrCCBr.CCCC#N.CCCC#N

```
! RIJCOSX wB97M-V def2-TZVPD def2/J DEFGRID3
* xyz 0 1
Br -1.93527 0.62238 -0.56409
C -0.02541 0.26827 -0.52972
C 0.56917 0.89906 0.70708
Br 2.53435 0.98277 0.46403
H 0.39956 0.66853 -1.44762
H 0.19725 -0.79144 -0.61833
H 0.26741 0.51648 1.67659
H 0.22943 1.93638 0.69343
Br -0.85875 -1.70223 2.99429
C -2.42231 -2.81630 2.55474
C -2.03796 -3.81929 1.49679
Br -1.45374 -3.01574 -0.22122
H -3.12724 -2.10026 2.13845
H -2.80056 -3.21088 3.49002
H -2.85248 -4.47240 1.19241
H -1.23437 -4.47430 1.82782
Br -2.02466 3.01667 3.00800
C -0.24203 2.70486 3.64421
C 0.27221 3.70773 4.65545
Br -0.88127 3.66039 6.25227
H 0.39917 2.66570 2.76895
H -0.25317 1.74314 4.15705
H 0.13606 4.72753 4.28858
H 1.30148 3.67669 4.99630
Br 2.13423 -5.34389 2.54872
C 2.07366 -3.63168 1.63070
C 2.42349 -2.44093 2.53803
Br 4.27892 -2.56550 3.14060
H 1.09243 -3.36946 1.22745
H 2.73546 -3.64847 0.76852
H 1.81367 -2.42883 3.42975
H 2.29356 -1.56533 1.90525
Br 0.02313 -0.81873 -7.61670
C -0.32700 -1.91372 -6.01214
C 0.57112 -1.48401 -4.87712
Br -0.14152 -2.42788 -3.29395
H -0.24381 -2.96183 -6.26852
H -1.35468 -1.64699 -5.78730
H 0.54889 -0.43643 -4.60069
H 1.60271 -1.76010 -5.08952
C -4.86836 6.01664 1.21099
C -4.57173 4.55811 0.93803
C -3.32046 4.33658 0.07650
C -3.41052 4.97376 -1.23226
N -3.48129 5.47333 -2.26254
H -4.66199 6.66135 0.34806
H -4.29539 6.40760 2.04891
H -5.93398 6.23063 1.32236
H -5.38050 3.99401 0.47254
H -4.32684 4.01668 1.85452
H -3.05107 3.28283 0.06761
H -2.43715 4.87256 0.45589
C 4.65722 -1.28700 -2.73204
C 3.47100 -1.75444 -1.89170
C 3.19647 -3.26573 -1.91010
C 3.62605 -3.89132 -3.16642
N 4.02619 -4.29830 -4.16246
H 4.47572 -1.12564 -3.79439
H 5.50585 -1.96193 -2.62531
H 4.94028 -0.30662 -2.34065
H 2.54089 -1.22298 -2.11485
H 3.66382 -1.36862 -0.88908
H 2.14936 -3.55468 -1.80864
H 3.80532 -3.73676 -1.13354
*
```

=====

Record 3
One molecule with the formula C4H5NO2. Source: the OMol25 dataset; level of theory: wB97M-V/def2-TZVPD.

Properties
LUMO level: -0.45 eV
Orbital gap: 0.34199 hartree
ΔE to the lowest compared entry with this formula, charge and spin: 72.90 kcal/mol
SMILES string: C=NCC(=O)C=O

```
! RIJCOSX wB97M-V def2-TZVPD def2/J DEFGRID3
* xyz 0 1
C -1.68506 -1.25387 -0.14121
N -0.75142 -0.65330 0.44963
C -0.53637 0.71057 0.01512
C 0.92870 0.21980 -0.37043
O 1.19599 -0.45683 -1.33864
C 2.03896 0.56665 0.57954
O 1.83529 1.29605 1.51294
H -2.55928 -0.73469 -0.53134
H -1.59604 -2.31042 -0.32251
H -1.03881 1.01445 -0.91857
H -0.86662 1.40168 0.81478
H 3.03466 0.19992 0.25071
*
```

=====

| no. | largest force on an atom (eV/A) |
| --- | --- |
| 1 | 0.77 |
| 2 | 1.93 |
| 3 | 1.52 |